ORCA calculation (ωB97M-V/def2-TZVPD) on a molecular structure, C13H12BF2O5RuS6.

## Properties
Net charge = -1
HOMO level = -3.9265 eV
Spin multiplicity = 1
Maximum force = 0.268 eV Å⁻¹
Gap between HOMO and LUMO = 6.09 eV

Structure (XYZ):
```
40
C13H12BF2O5RuS6 (ωB97M-V/def2-TZVPD)
Ru -1.8204 -2.2837 -0.1590
O 4.6538 -0.3744 -0.7575
C 3.5595 -0.8578 -0.5901
S 2.6681 -0.7866 0.9303
C 1.2149 -1.5871 0.3642
C 1.2071 -2.0171 -0.9073
S -0.1709 -2.7835 -1.6577
S 2.6520 -1.7078 -1.8510
S -0.1690 -1.7239 1.4183
F -5.9685 -2.4625 0.1171
B -4.6816 -2.8414 0.2355
F -3.9048 -1.9875 1.0214
O -4.5111 -4.2718 0.6383
S -3.3707 -4.7363 -0.3226
O -3.6452 -6.0326 -0.8434
O -2.0771 -4.5159 0.3133
S -3.6310 -3.0654 -1.5225
C 3.5840 3.4331 0.1293
C 2.2326 2.7774 0.1337
C 1.4629 2.7224 1.2883
C 0.2634 2.0296 1.3256
C -0.4708 1.9303 2.6373
C -0.1942 1.3847 0.1599
C -1.3455 0.4958 0.2787
O -1.7532 -0.2324 -0.6446
C 0.5348 1.4951 -1.0443
C 0.0585 0.9443 -2.3592
C 1.7408 2.1817 -1.0199
H 3.7869 3.9296 1.0779
H 3.6615 4.1717 -0.6707
H 4.3606 2.6831 -0.0358
H 1.8305 3.1891 2.1958
H 0.0658 2.4847 3.4064
H -0.5499 0.8887 2.9568
H -1.4814 2.3377 2.5735
H -1.9028 0.5287 1.2169
H -0.0569 -0.1382 -2.3405
H 0.7665 1.2133 -3.1437
H -0.9223 1.3480 -2.6150
H 2.3230 2.2368 -1.9337
```